1.
C34H19Cl8GeN5O6Y | wB97M-V/def2-TZVPD

Each line ends with the Löwdin charge.
Geometry (Å):
Y1 -0.43157 -0.05134 -0.02739  1.3518
O1 -4.28271 1.40140 6.10833  -0.0292
C1 -3.30891 2.08804 5.73713  -0.6711
O2 -2.73764 3.08125 6.23307  -0.0309
C2 -2.64779 1.57813 4.43301  -0.0608
C3 -3.12536 0.45611 3.77966  0.0698
C4 -2.50161 0.01056 2.62750  -0.1968
N1 -1.42334 0.62635 2.11671  0.0423
C5 -0.94841 1.70852 2.75792  -0.2178
C6 -1.53178 2.20800 3.90459  0.0690
C7 0.32545 2.26510 2.24128  -0.2535
C8 0.79570 3.50989 2.64174  0.0089
C9 2.05920 3.90569 2.24959  -0.0298
C10 2.82555 3.04496 1.47819  -0.0351
C11 2.26665 1.85104 1.07430  -0.1283
N2 1.03236 1.46337 1.42762  0.0102
C12 -2.94916 -1.22297 1.93290  -0.2391
C13 -4.14548 -1.84626 2.26660  0.0100
C14 -4.48174 -3.03817 1.65408  -0.0305
C15 -3.60674 -3.58944 0.73432  -0.0342
C16 -2.45390 -2.89271 0.43403  -0.1721
N3 -2.12524 -1.72474 0.99898  0.0089
H1 -3.97108 -0.03574 4.24222  0.1180
H2 -1.15079 3.05492 4.46110  0.1205
H3 0.17469 4.14666 3.25458  0.1215
H4 2.44783 4.86952 2.55319  0.1181
H5 3.83439 3.29463 1.17863  0.1115
H6 2.81403 1.16696 0.44137  0.0732
H7 -4.80412 -1.39806 2.99436  0.1174
H8 -5.41283 -3.53279 1.90052  0.1183
H9 -3.81265 -4.52956 0.23921  0.1152
H10 -1.75671 -3.28556 -0.29318  0.0681
Cl1 -1.99128 -2.01485 -2.56592  0.6764
C17 -0.30478 -2.48528 -2.40864  -0.6754
C18 0.45528 -1.91003 -1.39743  -0.2892
C19 1.79867 -2.26252 -1.43849  -0.6728
Cl2 2.91721 -1.55208 -0.28273  0.7020
C20 2.35460 -3.14294 -2.36650  -0.7072
Cl3 4.03192 -3.52943 -2.35530  0.6816
C21 1.52692 -3.72102 -3.32816  -0.7084
Cl4 2.16884 -4.82534 -4.47734  0.6907
C22 0.17571 -3.38402 -3.35999  -0.7091
Cl5 -0.84717 -4.06551 -4.56156  0.6908
Cl6 -1.12005 2.71992 -0.70017  0.2771
Ge1 -2.21420 1.68034 -2.33116  0.0588
Cl7 -3.37897 0.51599 -0.83116  0.1738
Cl8 -3.40766 3.25864 -3.25841  0.0950
O3 -0.41879 0.63388 -2.61671  -0.3467
C23 0.77687 1.11873 -2.40507  -0.5994
O4 1.26876 1.01428 -1.27946  -0.1306
C24 1.49581 1.75669 -3.52738  -0.1020
C25 2.73250 2.35143 -3.29179  0.0174
C26 3.42034 2.96156 -4.32710  -0.0338
C27 2.87802 2.97782 -5.60460  0.0214
C28 1.64976 2.37523 -5.80995  -0.1158
C29 0.94033 1.76198 -4.80012  0.0782
N4 1.06560 2.38415 -7.17456  -0.3467
O5 -0.02222 1.86511 -7.32008  0.0898
O6 1.68618 2.95489 -8.04789  0.0865
H11 3.14526 2.32984 -2.29197  0.1230
H12 4.38082 3.42680 -4.14683  0.1150
H13 3.38805 3.44345 -6.43461  0.1245
H14 -0.01160 1.29483 -5.00531  0.1318
C30 1.87345 -3.31948 3.66262  -0.0507
C31 1.78290 -1.96299 3.91910  -0.0390
C32 1.13215 -1.15186 3.00557  -0.1242
N5 0.57642 -1.60701 1.87711  -0.0106
C33 0.66371 -2.92348 1.65103  -0.1718
C34 1.29392 -3.80884 2.50402  -0.0408
H15 2.38058 -3.98218 4.35267  0.1137
H16 2.20194 -1.52497 4.81509  0.1123
H17 1.03940 -0.09404 3.19848  0.0939
H18 0.21857 -3.28120 0.73310  0.0842
H19 1.32990 -4.86025 2.25141  0.1129

Summary:
HOMO level (alpha / beta), eV: -8.036 / -8.036
<S²>: 0.754
Total charge: 0
Multiplicity: 2
HOMO-LUMO gap (alpha / beta), eV: 6.9 / 5.6
Electronic energy, eV: -213045.60629
Energy relative to the best compared isomer or geometry (same formula, charge and spin), kJ/mol: 0.0



2.
C34H21F4MoN8O6 | wB97M-V/def2-TZVPD

Each line ends with the Löwdin charge.
Geometry (Å):
Mo1 13.79497 11.34511 13.93828  1.8704
N1 15.45683 11.73347 19.57762  0.1299
C1 15.37945 11.47006 18.23700  -0.5245
O1 15.15364 10.28171 17.92363  0.0253
C2 15.40799 12.57701 17.22433  -0.1769
C3 15.81625 12.07577 15.87295  -0.0074
H1 15.50883 10.84727 20.10203  0.1160
H2 16.09298 12.43471 19.93365  0.0899
H3 16.00085 13.45072 17.57628  0.1249
H4 14.40156 12.96220 17.11638  0.1079
H5 16.33073 11.13634 15.80405  0.0439
H6 16.15154 12.75201 15.09849  0.0339
O2 15.95590 11.32272 13.36598  -0.2935
N2 16.29242 11.01106 12.14844  0.0452
N3 15.30100 10.48120 11.45055  -0.1955
O3 14.03330 10.36995 11.80079  -0.1723
C4 15.64786 10.20156 10.13177  -0.1858
C5 14.65430 9.57128 9.33328  0.0249
C6 14.99069 9.15944 8.04025  -0.0863
C7 16.25633 9.43218 7.52670  -0.0971
C8 17.24657 10.02802 8.37032  -0.0667
C9 16.92852 10.50289 9.67705  -0.0108
H7 13.69878 9.42472 9.79185  0.1030
H8 14.22403 8.79849 7.38540  0.0954
H9 16.39565 9.20497 6.44549  0.1049
H10 18.24316 10.36235 7.98955  0.1034
H11 17.59341 10.98960 10.35886  0.0948
F1 10.12681 7.46524 16.95214  0.1133
C10 10.06392 8.57387 16.21705  -0.1670
C11 8.98283 9.42267 16.39885  -0.1133
F2 7.99464 9.03038 17.22159  0.0944
C12 8.78912 10.63781 15.65273  -0.0745
C13 9.88874 10.98094 14.86532  -0.1211
C14 10.98577 10.07010 14.52115  -0.1867
F3 12.94773 11.56664 15.70222  -0.4724
C15 11.08739 8.85450 15.31848  -0.0703
C16 12.13216 7.89471 15.07212  -0.2054
C17 13.37135 8.48205 14.86950  -0.1526
N4 14.31399 9.22302 14.78294  0.0605
C18 11.97765 6.50130 14.77024  -0.2220
N5 11.94375 5.35977 14.55228  0.1090
F4 9.93960 12.30473 14.56032  0.0883
C19 7.56026 11.31246 15.41330  -0.1537
C20 6.67044 11.67051 16.46123  -0.1740
N6 6.01032 12.00872 17.34899  0.1642
C21 7.11703 11.45091 14.07542  -0.1685
N7 6.82423 11.63516 12.95952  0.1817
O4 15.21489 16.03935 10.75596  0.0730
C22 14.79968 16.41361 12.00302  -0.2145
C23 14.89603 17.72899 12.55130  -0.0216
C24 14.31734 17.98602 13.78306  -0.1126
C25 13.59736 17.02296 14.41042  -0.1105
C26 13.49022 15.70570 13.96771  -0.0050
C27 14.03476 15.41266 12.70668  -0.0335
C28 14.00037 13.92175 12.32284  -0.5256
O5 14.46802 13.41752 11.31671  0.0832
O6 13.33550 13.23210 13.23220  -0.2432
H12 15.49917 16.80991 10.28537  0.0936
H13 15.36214 18.51551 12.00874  0.0936
H14 14.36228 19.00482 14.16460  0.1079
H15 13.13550 17.31055 15.33548  0.0951
H16 12.95183 14.93361 14.53181  0.1244
N8 11.81319 10.33649 13.44986  -0.0655
C29 11.25822 10.26355 12.17242  -0.2697
C30 10.31036 9.22378 11.89506  -0.0088
C31 9.56205 9.25703 10.72164  -0.1029
C32 9.80646 10.25035 9.77429  -0.1142
C33 10.86085 11.15347 9.99314  -0.1007
C34 11.54690 11.20347 11.17610  -0.0617
H17 10.09685 8.48162 12.65580  0.1078
H18 8.79533 8.49055 10.52843  0.1031
H19 9.12254 10.43567 8.92469  0.0984
H20 11.21455 11.79771 9.16947  0.1093
H21 12.23908 11.99536 11.36672  0.0737

Summary:
HOMO level (alpha / beta), eV: -4.961 / -5.003
<S²>: 2.052
Total charge: -1
Multiplicity: 3
HOMO-LUMO gap (alpha / beta), eV: 5.4 / 4.8
Electronic energy, eV: -72523.63331
Energy relative to the best compared isomer or geometry (same formula, charge and spin), kJ/mol: 235.7



3.
C34H22AsF15GeN6OSTa | wB97M-V/def2-TZVPD

Each line ends with the Löwdin charge.
Geometry (Å):
Ta1 -0.07563 0.04318 1.12957  1.5712
C1 -0.40010 -2.17089 4.26948  -0.0324
C2 -0.86124 -3.26754 3.43831  -0.0449
C3 -0.37885 -3.09974 2.18831  -0.1057
C4 0.42700 -1.86035 2.13954  -0.4014
C5 0.39560 -1.35079 3.53311  -0.1752
H1 -0.62596 -2.05551 5.32096  0.1242
H2 -1.47040 -4.09038 3.78517  0.1257
H3 -0.49559 -3.77677 1.35100  0.1189
H4 1.40652 -2.03293 1.69283  0.0791
H5 0.93446 -0.49974 3.93545  0.0755
N1 -3.11386 -1.75566 1.44675  0.2053
C6 -3.13125 -0.64105 2.15428  -0.4159
N2 -4.26556 -0.37001 2.76701  0.2050
C7 -4.35904 0.77387 3.43231  -0.3818
N3 -5.45726 1.05020 4.09843  0.2479
N4 -3.36642 1.72005 3.44298  0.2194
C8 -2.28723 1.39343 2.83050  -0.2776
N5 -2.01240 0.20760 2.19453  -0.0157
C9 -1.25385 2.43940 2.70970  -0.1770
C10 -1.41732 3.69064 3.26221  0.0536
C11 -0.46077 4.66152 3.00814  0.0379
C12 0.62044 4.34055 2.19737  0.0108
C13 0.72791 3.06246 1.69881  -0.1147
N6 -0.18938 2.10716 1.95796  -0.0261
H6 -3.94700 -2.32588 1.48979  0.1491
H7 -2.26611 -2.17629 1.11562  0.0534
H8 -6.22046 0.39023 4.10762  0.1460
H9 -5.54637 1.92259 4.59525  0.1416
H10 -2.29911 3.88698 3.85444  0.1359
H11 -0.56840 5.65840 3.41606  0.1424
H12 1.37165 5.07617 1.94318  0.1366
H13 1.53858 2.79269 1.04093  0.0898
F1 -0.84657 1.83471 -5.01926  0.1153
C14 -1.90241 1.01792 -4.94028  -0.2019
C15 -1.91678 -0.01077 -4.00877  -0.1644
C16 -3.04005 -0.82580 -3.95930  -0.2336
F2 -3.08485 -1.81141 -3.04947  0.0848
C17 -4.11179 -0.64605 -4.80220  -0.1280
F3 -5.17633 -1.42582 -4.72921  0.1671
C18 -4.06198 0.38444 -5.73287  -0.1044
F4 -5.07577 0.57327 -6.54591  0.1929
C19 -2.95823 1.22213 -5.80409  -0.1263
F5 -2.92980 2.20860 -6.68126  0.1714
Ge1 -0.46917 -0.37367 -2.82019  0.8894
S1 -1.43232 -0.03558 -0.73410  0.4255
C20 0.11498 -2.21254 -2.71033  -0.1402
C21 -0.10948 -3.15200 -3.70739  -0.2024
F6 -0.75428 -2.80456 -4.81312  0.1413
C22 0.33205 -4.46002 -3.59295  -0.1191
F7 0.10776 -5.32883 -4.55441  0.1867
C23 1.01899 -4.85282 -2.45405  -0.1109
F8 1.44422 -6.08966 -2.32948  0.1908
C24 1.26322 -3.93589 -1.44218  -0.1356
F9 1.91787 -4.29201 -0.33819  0.1340
C25 0.81343 -2.64876 -1.60504  -0.2138
F10 1.08707 -1.76755 -0.59226  -0.0465
C26 1.08897 0.76231 -3.04727  -0.1330
C27 1.59449 1.71236 -2.18768  -0.2043
F11 0.98829 1.97022 -0.99120  -0.0129
C28 2.71906 2.45289 -2.47623  -0.1309
F12 3.17928 3.34306 -1.58866  0.1179
C29 3.37047 2.26332 -3.68398  -0.1128
F13 4.44461 2.96838 -3.96658  0.1868
C30 2.88871 1.32632 -4.58539  -0.1216
F14 3.49799 1.14221 -5.73705  0.1860
C31 1.76745 0.59442 -4.24679  -0.2175
F15 1.30193 -0.30542 -5.11576  0.1282
C32 3.93185 -1.25480 2.56696  -0.1510
As1 3.31745 0.49747 2.15270  1.1621
C33 3.00179 1.52519 3.73357  -0.1567
C34 4.53269 1.36596 0.98079  -0.1520
O1 1.81624 0.33667 1.25820  -0.6178
H14 4.03741 -1.82538 1.64575  0.0689
H15 3.24777 -1.74677 3.25508  0.0541
H16 4.90992 -1.13992 3.03721  0.0761
H17 3.63401 1.11508 4.52087  0.0721
H18 1.95924 1.45884 4.03392  0.0355
H19 3.27504 2.56119 3.54911  0.0601
H20 5.46233 1.51946 1.53058  0.0757
H21 4.13349 2.32397 0.65759  0.0449
H22 4.71713 0.72205 0.12302  0.0689

Summary:
HOMO level, eV: -15.840
Total charge: +3
HOMO-LUMO gap, eV: 5.9
Electronic energy, eV: -217082.61514
Energy relative to the best compared isomer or geometry (same formula, charge and spin), kJ/mol: 70.5